Model w:
One molecule with the formula C4H7NO, computed with the ωB97M-V functional and the def2-TZVPD basis.

Summary:
E_LUMO: 0.97 eV
Structure (SMILES): C[C@H]1CN1C=O

Structure (XYZ):
```
13
C4H7NO (the ωB97M-V functional and the def2-TZVPD basis)
C 1.1731 0.6124 -0.6891
C -0.0974 0.8630 0.1115
C -1.3782 0.1782 -0.2610
N -0.6740 -0.1822 0.9384
C -0.1173 -1.4318 1.1294
O -0.6274 -2.4754 0.7972
H 1.8202 -0.1365 -0.2226
H 1.7543 1.5333 -0.7704
H 0.9527 0.2696 -1.7042
H -0.1772 1.8516 0.5634
H -2.3380 0.6705 -0.1201
H -1.3397 -0.5431 -1.0780
H 0.8356 -1.3754 1.6846
```

Model x:
One molecule with the formula C4H7NO, computed with the ωB97M-V functional and the def2-TZVPD basis.

Summary:
E_LUMO: 0.93 eV
Structure (SMILES): C[C@H]1CC(=O)N1

Structure (XYZ):
```
13
C4H7NO (the ωB97M-V functional and the def2-TZVPD basis)
C -1.5698 -0.3059 0.3330
C -0.3027 -0.1277 -0.4846
C 0.5783 1.1013 -0.1475
C 1.6870 0.0863 0.1680
O 2.8490 0.1436 0.4868
N 0.8344 -0.9619 -0.0760
H -2.0707 -1.2510 0.0949
H -1.3363 -0.3006 1.4038
H -2.2727 0.5098 0.1273
H -0.5132 -0.2125 -1.5580
H 0.8096 1.7655 -0.9834
H 0.2480 1.6834 0.7167
H 1.0235 -1.9478 -0.2049
```

Model y:
C4H7NO as an isolated structure, computed with the ωB97M-V functional and the def2-TZVPD basis.

Summary:
E_LUMO: 0.81 eV

Structure (XYZ):
```
13
C4H7NO (the ωB97M-V functional and the def2-TZVPD basis)
C -0.8137 0.3466 1.1075
C -0.8385 -0.4984 -0.1551
C 0.0385 0.2292 -1.1703
N 1.2451 0.3088 -0.3187
C 0.2927 -0.8877 0.7022
O 0.8745 -1.8057 1.2241
H -1.0335 1.4141 0.9026
H -1.3657 0.0153 1.9769
H 1.1564 0.9986 0.4188
H -1.6776 -1.1216 -0.4454
H -0.2994 1.2169 -1.5033
H 0.2483 -0.4122 -2.0285
H 2.1728 0.1961 -0.7108
```

Model z:
One molecule with the formula C4H7NO, computed with the ωB97M-V functional and the def2-TZVPD basis.

Summary:
E_LUMO: 1.03 eV
Structure (SMILES): C[C@@H]1C=CON1

Structure (XYZ):
```
13
C4H7NO (the ωB97M-V functional and the def2-TZVPD basis)
C -1.0564 -0.4663 1.1192
C -0.3014 -0.5738 -0.2103
C 1.1574 -0.2067 -0.1701
C 1.2839 1.1055 -0.3430
O 0.1692 1.7138 -0.8086
N -0.8170 0.4331 -1.1424
H -1.0915 0.5853 1.4208
H -0.5670 -1.0440 1.9087
H -2.0913 -0.8176 1.0163
H -0.3676 -1.5934 -0.6151
H 1.9584 -0.9131 -0.0794
H 2.1685 1.6710 -0.0477
H -0.4453 0.1062 -2.0483
```

Which of them is least stable? Easy: model y.

Model w:
One molecule with the formula C4H7NO, computed with the ωB97M-V functional and the def2-TZVPD basis.

Summary:
E_LUMO: 0.64 eV
Structure (SMILES): C[C@H](C#N)CO

Structure (XYZ):
```
13
C4H7NO (the ωB97M-V functional and the def2-TZVPD basis)
C -0.4216 1.3104 0.1281
C -0.4813 -0.0966 -0.4840
C -1.5588 -0.9777 -0.0134
N -2.2401 -1.8199 0.3973
C 0.8579 -0.9300 0.0048
O 2.0252 -0.1646 -0.0015
H -0.6548 2.1307 -0.5525
H -0.9822 1.3949 1.0606
H 0.6429 1.5360 0.3877
H -0.5539 -0.0352 -1.5842
H 0.9637 -1.7705 -0.6883
H 0.6372 -1.3070 1.0194
H 1.7658 0.7293 0.3261
```

Model x:
One molecule with the formula C4H7NO, computed with the ωB97M-V functional and the def2-TZVPD basis.

Summary:
E_LUMO: 0.95 eV
Structure (SMILES): C[C@H]1CN1C=O

Structure (XYZ):
```
13
C4H7NO (the ωB97M-V functional and the def2-TZVPD basis)
C 1.6217 -0.8562 -0.2388
C 0.3281 -0.1703 0.2539
C -0.0326 1.2501 0.2591
N -0.6696 0.3427 -0.6456
C -2.0013 -0.0093 -0.3772
O -2.3284 -1.0082 0.2401
H 2.4745 -0.5686 0.4765
H 1.4339 -1.9892 -0.1248
H 1.9709 -0.4891 -1.2126
H -0.0979 -0.7799 1.1545
H -0.6305 1.6171 1.1837
H 0.6914 2.0012 -0.1194
H -2.7600 0.6596 -0.8494
```

Which of them is least stable? Easy: model x.

Model w:
One molecule with the formula C4H7NO, computed with the ωB97M-V functional and the def2-TZVPD basis.

Summary:
E_LUMO: 0.95 eV
Structure (SMILES): C[C@H]1NCC1=O

Structure (XYZ):
```
13
C4H7NO (the ωB97M-V functional and the def2-TZVPD basis)
C -1.7576 -0.1498 -0.1317
C -0.3440 -0.1146 0.4642
N 0.7819 -1.0230 0.0716
C 1.7126 0.0987 -0.1224
C 0.5781 1.0799 0.1706
O 0.4590 2.2731 0.1049
H -2.3606 -0.9241 0.3501
H -1.7598 -0.3393 -1.2129
H -2.2852 0.8049 0.0145
H -0.2928 -0.3784 1.5158
H 0.6289 -1.6564 -0.6976
H 2.1056 0.1859 -1.1354
H 2.5340 0.1432 0.6084
```

Model x:
A 2-piece molecular cluster, C4H7NO overall, computed with the ωB97M-V functional and the def2-TZVPD basis.

Summary:
E_LUMO: 0.42 eV

Structure (XYZ):
```
13
C4H7NO (the ωB97M-V functional and the def2-TZVPD basis)
O 1.1282 0.3580 1.0290
C 1.1984 0.1675 -0.4070
C 0.1285 -0.8180 -0.7749
C -1.2318 -0.4013 -0.3333
C -1.6020 0.5977 0.4292
N -1.6576 1.4056 1.3527
H 1.1112 1.2911 1.2768
H 2.2037 -0.2250 -0.6011
H 1.0040 1.1006 -0.9490
H 0.4064 -1.7901 -0.3412
H 0.1298 -0.9242 -1.8643
H -0.7730 0.2905 1.7250
H -2.0459 -1.0524 -0.5419
```

Model y:
A 2-piece molecular cluster, C4H7NO overall, computed with the ωB97M-V functional and the def2-TZVPD basis.

Summary:
E_LUMO: 0.96 eV
Structure (SMILES): C1=NC1.CC=O

Structure (XYZ):
```
13
C4H7NO (the ωB97M-V functional and the def2-TZVPD basis)
C 0.1949 -1.3665 -0.9409
N 1.3807 -0.9837 -0.8063
C 0.5164 -0.2912 -1.8534
H -0.4849 -2.0860 -0.4978
H 0.7526 -0.5059 -2.8940
H 0.2286 0.7370 -1.6298
C -0.9632 0.3836 1.3053
C 0.4264 0.9517 1.1262
O 0.6547 1.9077 0.4221
H -0.9399 -0.6514 1.6615
H -1.5194 0.4577 0.3650
H -1.4873 0.9921 2.0512
H 1.2403 0.4549 1.6908
```

Model z:
C4H7NO as an isolated structure, computed with the ωB97M-V functional and the def2-TZVPD basis.

Summary:
E_LUMO: 0.76 eV

Structure (XYZ):
```
13
C4H7NO (the ωB97M-V functional and the def2-TZVPD basis)
O -1.0862 1.3029 1.0415
C -0.3597 0.4045 0.2848
C 0.7095 0.7187 -0.7532
N 0.7025 -0.9714 -0.4989
C 0.6639 -0.5451 0.9201
C -0.8005 -0.7786 -0.5624
H -1.5814 1.8867 0.4565
H 0.8225 0.2295 -1.7028
H 1.5238 1.3417 -0.3599
H 0.3371 -1.3363 1.5907
H 1.6294 -0.1201 1.2092
H -1.2094 -0.5545 -1.5587
H -1.3516 -1.5779 -0.0669
```

Which of them is least stable? Easy: model z.

Model w:
A 2-piece molecular cluster, C4H7NO overall, computed with the ωB97M-V functional and the def2-TZVPD basis.

Summary:
E_LUMO: 0.12 eV

Structure (XYZ):
```
13
C4H7NO (the ωB97M-V functional and the def2-TZVPD basis)
O 1.0455 -1.3088 -1.2529
C 1.7572 -0.4038 -0.7220
N 1.6202 0.0607 0.5447
C -0.2403 0.6214 0.1318
C -1.2567 0.7540 1.0970
C -0.8144 -0.5185 -0.5425
H 2.4192 0.1968 -1.3756
H 1.2013 -0.7065 1.0908
H -0.0465 1.4966 -0.4859
H -1.5506 -0.0826 1.7301
H -1.7532 1.7071 1.2825
H -1.3003 -0.4038 -1.5124
H -1.0814 -1.4127 0.0145
```

Model x:
One molecule with the formula C4H7NO, computed with the ωB97M-V functional and the def2-TZVPD basis.

Summary:
E_LUMO: 0.94 eV
Structure (SMILES): C[C@H]1N[C@H]1C=O

Structure (XYZ):
```
13
C4H7NO (the ωB97M-V functional and the def2-TZVPD basis)
C -0.9345 -0.3978 1.2506
C -0.3658 -0.7510 -0.1022
N -0.6970 0.1361 -1.1989
C 0.7077 0.0256 -0.7961
C 1.3182 1.2328 -0.1761
O 2.5075 1.4477 -0.1853
H -0.9989 0.6858 1.3767
H -0.3324 -0.8163 2.0640
H -1.9508 -0.7967 1.3366
H -0.3338 -1.8197 -0.3148
H -0.8586 -0.3678 -2.0660
H 1.3969 -0.5314 -1.4275
H 0.6074 1.9313 0.3075
```

Model y:
C4H7NO as an isolated structure, computed with the ωB97M-V functional and the def2-TZVPD basis.

Summary:
E_LUMO: 0.95 eV

Structure (XYZ):
```
13
C4H7NO (the ωB97M-V functional and the def2-TZVPD basis)
C 1.1273 0.8059 0.9208
C 0.0441 0.3545 -0.0264
C 0.1972 -0.9724 -0.8149
C -1.3036 -0.9140 -0.6198
O -2.2170 -0.9302 -1.4023
N -1.1858 -0.2248 0.5989
H 0.7704 1.6036 1.5798
H 1.4362 -0.0343 1.5497
H 2.0006 1.1658 0.3674
H -0.2978 1.0973 -0.7657
H 0.5351 -0.9600 -1.8489
H 0.7338 -1.7106 -0.2126
H -1.9606 0.3995 0.8080
```

Which of them is least stable? Easy: model w.

Model w:
A 2-piece molecular cluster, C4H7NO overall, computed with the ωB97M-V functional and the def2-TZVPD basis.

Summary:
E_LUMO: 1.08 eV
Structure (SMILES): C1=CN1.C=CO

Structure (XYZ):
```
13
C4H7NO (the ωB97M-V functional and the def2-TZVPD basis)
C -1.2043 -0.3292 1.0633
C -2.0978 0.2500 0.3638
N -1.5383 -1.0108 -0.2353
H -0.4551 -0.4297 1.8291
H -2.7348 1.0557 0.0431
H -2.1906 -1.7783 -0.0333
C 1.7485 -0.4992 -0.2672
C 1.7212 0.8297 -0.3479
O 0.6998 1.5787 -0.8364
H 2.6173 -1.0036 0.1395
H 0.9068 -1.0990 -0.6105
H 2.5418 1.4641 -0.0210
H -0.0146 0.9715 -1.0872
```

Model x:
One molecule with the formula C4H7NO, computed with the ωB97M-V functional and the def2-TZVPD basis.

Summary:
E_LUMO: 1.06 eV
Structure (SMILES): O=CNC1CC1

Structure (XYZ):
```
13
C4H7NO (the ωB97M-V functional and the def2-TZVPD basis)
O 2.7453 -1.3762 0.0699
C 1.6862 -0.9767 -0.4332
N 1.1507 0.0140 0.2761
C -0.0741 0.7662 0.0615
C -1.3261 0.4308 0.8269
C -1.2638 0.1431 -0.6441
H 1.2459 -1.3981 -1.3401
H 2.0587 -0.1400 0.9153
H 0.0728 1.8230 -0.1561
H -1.2660 -0.4217 1.4951
H -1.9554 1.2438 1.1785
H -1.8474 0.7708 -1.3178
H -1.2173 -0.8959 -0.9560
```

Model y:
A 2-piece molecular cluster, C4H7NO overall, computed with the ωB97M-V functional and the def2-TZVPD basis.

Summary:
E_LUMO: 0.49 eV
Structure (SMILES): c1cc[nH]c1.O

Structure (XYZ):
```
13
C4H7NO (the ωB97M-V functional and the def2-TZVPD basis)
C -1.1600 -0.3563 1.7146
C -0.4513 -1.5342 1.3634
C 0.1938 -1.2992 0.1529
N -0.1208 -0.0222 -0.2157
C -0.9363 0.5692 0.6906
H -1.7813 -0.1647 2.6151
H -0.3696 -2.4738 1.8930
H 0.8312 -1.9662 -0.4512
H 0.2000 0.3599 -1.0342
H -1.3163 1.5067 0.6235
O 1.3659 1.5294 -2.3534
H 1.5081 1.7955 -3.2268
H 2.0365 2.0558 -1.7718
```

Which of them is least stable? Easy: model w.

Model w:
One molecule with the formula C4H7NO, computed with the ωB97M-V functional and the def2-TZVPD basis.

Summary:
E_LUMO: 0.89 eV
Structure (SMILES): C1OC[C@H]2N[C@@H]12

Structure (XYZ):
```
13
C4H7NO (the ωB97M-V functional and the def2-TZVPD basis)
C 0.6597 -1.1675 0.0197
O 1.4733 0.0067 -0.3183
C 0.6739 1.1740 0.0896
C -0.7411 0.6521 0.3273
N -1.4693 -0.0068 -0.6997
C -0.6134 -0.6897 0.4199
H 0.5983 -1.9402 -0.7675
H 0.9776 -1.3966 0.9608
H 0.7044 1.7622 1.1029
H 0.8040 2.0053 -0.7731
H -1.2418 1.2402 0.9834
H -2.2764 0.0793 -0.3396
H -0.9422 -1.5699 1.1379
```

Model x:
One molecule with the formula C4H7NO, computed with the ωB97M-V functional and the def2-TZVPD basis.

Summary:
E_LUMO: 0.97 eV

Structure (XYZ):
```
13
C4H7NO (the ωB97M-V functional and the def2-TZVPD basis)
O -1.3642 -0.8484 -1.1752
C -0.5661 0.2272 -0.7876
C -0.7109 0.6994 0.6846
C 0.6897 0.1235 0.9796
N 0.7980 -1.2441 0.8227
C 0.9173 -0.1469 -0.5175
H -1.1902 -1.5420 -0.5166
H -0.6958 1.0161 -1.5345
H -1.5287 0.2457 1.2540
H -0.7592 1.7895 0.7614
H 1.4421 0.6828 1.5452
H 1.1551 -1.2918 -0.5445
H 1.8128 0.2890 -0.9715
```

Which of them is least stable? Easy: model x.